Here is one molecule with the formula C2H4N2 from the OMol25 dataset. Energies are from wB97M-V/def2-TZVPD.

Structure (XYZ):
```
8
Properties=species:S:1:pos:R:3:forces:R:3
C -1.506457 -0.080572 0.052607 -0.388 -0.622 -0.181
N -0.514713 0.281847 -0.662508 -2.184 -0.392 0.426
N 0.566695 -0.520773 -0.544709 2.545 1.621 1.366
C 1.539556 0.125016 0.028305 -1.265 -0.869 -1.052
H -2.445406 0.435111 -0.072850 -0.005 0.457 0.041
H -1.571259 -0.980070 0.724501 0.635 0.794 -0.665
H 1.507918 1.189307 0.339816 -0.214 -0.766 -0.220
H 2.423667 -0.449869 0.134840 0.875 -0.223 0.285
```
Positions in Å, forces in eV/Å.

Results
Calculated total energy, eV: -5116.7338
E_LUMO, eV: 0.83
Structure (SMILES): C=NN=C
E_HOMO, hartree: -0.36132
HOMO-LUMO gap, Ha: 0.392
Energy above the lowest of the compared OMol25 structures with the same formula, charge and spin, eV: 2.226

These are the natural (NBO) partial charges, in e, on atoms 1 to 6:
1 C -0.100
2 N -0.252
3 N -0.237
4 C -0.111
5 H 0.178
6 H 0.165



Here is C47H57F6N5O2SbTi as an isolated structure from the OMol25 dataset. Energies are from wB97M-V/def2-TZVPD.

Structure (XYZ):
```
119
Properties=species:S:1:pos:R:3:forces:R:3
Ti 0.671206 1.157730 -0.506543 -1.665 -0.064 -0.491
C -1.521246 4.001769 2.878282 0.427 -0.532 0.075
C -0.279204 3.500981 2.106697 0.106 -0.333 0.282
C 0.516881 4.668215 1.512565 -1.091 0.111 -0.682
C 0.605447 2.618543 3.000516 0.104 0.867 0.067
C 1.326022 3.208251 4.048224 -0.081 0.047 -0.087
C 2.138188 2.452666 4.874369 0.049 -0.259 -0.251
C 2.295354 1.090593 4.623288 -0.301 0.100 0.059
C 1.593584 0.452412 3.610521 0.169 0.525 0.251
C 1.803487 -1.022590 3.348525 -0.384 0.012 0.114
C 3.081676 -1.231873 2.554078 0.081 0.091 0.049
C 1.804461 -1.877613 4.624636 -0.055 0.101 0.376
C 0.748531 1.253143 2.819535 0.086 -0.300 -0.100
N 0.085767 0.620966 1.735126 -1.312 -0.802 0.086
C -0.905338 -0.154060 2.008194 0.799 0.871 -0.381
C -1.435766 -1.085141 0.945848 0.963 0.683 -1.639
N -0.848349 -1.068326 -0.208858 -1.115 -0.635 1.545
C -1.243262 -2.097331 -1.130090 0.550 -0.234 -0.338
C -2.268370 -1.937723 -2.080264 -0.151 0.062 0.295
C -2.445837 -2.985095 -2.986353 0.313 -0.503 -0.298
C -1.660789 -4.132257 -2.995666 0.029 0.282 0.828
C -0.686301 -4.282672 -2.019558 -0.235 0.242 -0.360
C -0.454203 -3.273920 -1.100243 0.244 0.159 0.267
C 0.654261 -3.504982 -0.062746 -0.781 -0.331 -0.194
C 1.931787 -4.052206 -0.671682 0.264 -0.272 0.216
C 0.173259 -4.493489 1.006356 -0.109 -0.291 -0.145
C -3.222746 -0.748786 -2.235155 -0.682 -0.063 -0.186
C -2.594703 0.361809 -3.076796 0.107 -0.852 -0.146
C -3.911387 -0.161364 -0.988445 -0.105 -0.364 -0.062
C -2.504540 -1.898855 1.565633 0.676 0.162 -0.055
C -3.283893 -2.935329 1.138219 0.155 0.247 -0.066
C -4.164219 -3.522811 2.066145 -0.308 -0.152 0.222
C -4.237882 -3.128541 3.378134 0.086 0.347 -0.087
C -3.407029 -2.065162 3.829792 -0.555 -0.419 0.840
C -3.353347 -1.565000 5.162288 0.140 -0.067 -0.092
C -2.492133 -0.548758 5.484718 0.141 -0.205 -0.460
C -1.591705 0.015547 4.542324 -0.361 0.015 -0.056
C -1.649193 -0.434684 3.258103 0.102 -0.630 -0.714
C -2.560184 -1.478711 2.911151 0.208 0.372 -0.002
H -2.171134 4.538534 2.198089 -0.165 0.121 -0.093
H -1.212399 4.645288 3.702375 -0.015 0.182 0.043
H -2.085940 3.166542 3.321031 0.137 0.151 -0.225
H -0.654213 2.904734 1.270846 -0.030 -0.057 0.026
H 0.862147 5.357018 2.266271 0.414 0.161 0.356
H -0.162925 5.256111 0.869824 0.161 -0.237 0.191
H 1.313755 4.333942 0.854612 0.273 -0.094 0.152
H 1.277775 4.288386 4.179378 -0.127 -0.229 0.079
H 2.673231 2.909002 5.695106 0.074 0.090 -0.009
H 2.962760 0.501595 5.230559 0.143 -0.045 0.205
H 0.957483 -1.334036 2.742866 0.063 -0.342 -0.082
H 3.925688 -0.946520 3.172805 0.303 0.181 0.127
H 3.119525 -0.648452 1.632592 -0.240 -0.050 0.081
H 3.209920 -2.280178 2.333361 0.034 -0.495 -0.257
H 2.737164 -1.755806 5.187059 -0.075 0.057 -0.063
H 1.707953 -2.945537 4.420423 0.075 0.021 -0.296
H 0.979774 -1.633045 5.307268 0.104 0.138 -0.216
H -3.204809 -2.920931 -3.751350 -0.228 0.279 0.012
H -1.826785 -4.938071 -3.686060 -0.153 -0.052 -0.363
H -0.079901 -5.176746 -1.999803 0.021 -0.079 0.032
H 0.848299 -2.557204 0.421002 0.256 0.277 0.141
H 1.804080 -5.103791 -0.962972 0.072 0.215 0.057
H 2.730206 -4.012677 0.084617 -0.095 -0.010 -0.306
H 2.225853 -3.497214 -1.553016 0.202 0.058 -0.126
H -0.082732 -5.479521 0.569828 0.045 0.518 0.053
H -0.699074 -4.110574 1.522382 -0.243 -0.003 0.152
H 0.950732 -4.677429 1.743374 0.182 0.055 0.156
H -4.055906 -1.169646 -2.818099 0.164 0.027 -0.007
H -1.748824 0.719220 -2.531615 0.525 0.586 0.246
H -3.279672 1.174238 -3.266659 -0.224 0.255 0.038
H -2.235259 -0.028389 -4.033619 -0.025 -0.005 -0.024
H -3.249532 0.400029 -0.348051 0.322 0.246 0.079
H -4.420016 -0.920721 -0.395468 0.079 -0.250 0.039
H -4.705505 0.513116 -1.307925 0.130 0.166 -0.179
H -3.218824 -3.269478 0.115600 -0.147 -0.155 -0.085
H -4.832188 -4.299208 1.737987 -0.062 -0.254 -0.170
H -4.957887 -3.595274 4.050543 0.243 0.097 -0.097
H -3.964005 -2.037525 5.924697 -0.062 0.171 -0.028
H -2.451938 -0.171881 6.480636 -0.052 0.120 0.626
H -0.900551 0.786307 4.836465 0.103 0.135 0.105
F 0.628125 2.739262 -1.455640 0.574 -0.302 0.358
Sb -2.149900 3.846929 -2.021209 -0.283 -1.794 -0.413
F -1.326491 1.541037 -0.408611 0.388 -0.070 0.212
F -2.313263 5.675536 -2.403611 -0.096 1.472 -0.341
F -3.887220 3.523030 -2.945837 0.817 0.005 0.434
F -1.092090 3.027113 -4.009783 -0.159 0.050 -0.232
F -3.117585 4.045241 -0.326200 -0.305 0.249 0.334
O -2.078231 1.347933 -7.385978 -0.190 -0.216 0.325
C -0.870452 2.066752 -7.283559 0.390 0.651 -0.293
N -0.090212 1.732923 -6.129138 -0.023 -0.235 -0.071
C 0.854531 0.769007 -6.183235 -0.198 0.325 0.799
O 1.351440 0.318267 -7.200904 -0.049 -0.198 -0.206
C 1.250981 0.204798 -4.825468 -0.213 -0.112 -0.313
C 2.004355 -0.961888 -4.831121 -0.027 0.439 0.734
C 2.303545 -1.563851 -3.603134 -0.367 0.284 -0.712
C 1.753910 -0.993291 -2.466803 0.613 -0.361 0.328
N 1.031077 0.129447 -2.454119 0.052 0.003 -0.146
C 0.777309 0.730888 -3.623491 0.026 -0.216 -0.020
H -2.539805 1.465373 -6.545721 -0.082 0.020 -0.062
H -1.072340 3.144849 -7.220006 0.003 -0.177 -0.157
H -0.307534 1.820685 -8.183615 0.003 0.148 0.080
H -0.383987 2.202461 -5.246099 -0.122 -0.102 -0.059
H 2.324870 -1.324132 -5.796094 0.161 -0.175 0.005
H 2.939632 -2.444884 -3.576051 -0.242 0.103 0.252
H 1.952608 -1.423618 -1.490893 -0.018 0.075 -0.038
H 0.160495 1.626330 -3.582635 0.076 0.107 0.095
C 3.776046 2.696602 -1.317602 -0.346 -0.085 0.645
C 3.679041 1.665480 -0.177975 0.059 -0.696 0.212
C 4.104377 2.287181 1.166685 -0.421 -0.269 -0.085
C 4.649597 0.503595 -0.513955 -0.733 -0.131 0.081
N 2.298910 1.129648 -0.062479 1.638 0.694 -0.314
H 4.775886 3.143459 -1.331533 -0.120 0.035 -0.004
H 3.006946 3.456189 -1.158331 0.173 0.081 -0.165
H 3.585324 2.218872 -2.274538 -0.056 -0.047 -0.150
H 5.152144 2.588228 1.179669 0.104 -0.039 -0.126
H 3.930923 1.557947 1.968189 0.080 0.174 -0.079
H 3.497465 3.165299 1.378134 -0.106 0.096 0.067
H 5.656092 0.860322 -0.693570 0.308 0.221 0.125
H 4.323545 0.026273 -1.442006 -0.057 -0.100 0.083
H 4.665274 -0.244866 0.290384 0.054 0.158 -0.230
```
Positions in Å, forces in eV/Å.

Results
Charge: -1
Calculated total energy, eV: -107178.8839
E_LUMO, eV: 0.84
E_HOMO, hartree: -0.20567
HOMO-LUMO gap, Ha: 0.237
Energy above the lowest of the compared OMol25 structures with the same formula, charge and spin, eV: 0.000

These are the Löwdin partial charges, in e, on atoms 1 to 6:
1 Ti 0.968
2 C -0.043
3 C -0.351
4 C -0.050
5 C -0.126
6 C -0.032